Record 1
ORCA calculation (ωB97M-V with the def2-TZVPD basis set) on a molecular structure, C8H18ClIO3PSm.

Atoms and positions in Å:
C -3.888 2.243 -4.357
C -3.935 0.903 -3.825
H -4.604 2.339 -5.195
H -2.851 2.371 -4.733
H -4.114 2.963 -3.535
O -3.995 -0.086 -3.202
I -3.181 2.323 0.201
Sm -0.615 0.984 0.483
P 1.099 -1.189 -0.663
C 1.186 -3.006 -0.526
C 0.909 -0.953 -2.473
H 2.984 0.304 -0.472
H 3.402 -1.134 -1.457
H 3.334 -1.256 0.338
C 2.889 -0.786 -0.549
H 0.766 0.115 -2.676
H 1.820 -1.289 -2.978
H 1.908 -3.426 -1.246
H 0.199 -3.453 -0.708
H 0.053 -1.527 -2.843
H 1.508 -3.273 0.492
C -1.112 -1.459 1.124
O -1.352 -2.510 1.547
Cl 0.945 2.861 -0.107
C 1.392 0.810 4.784
C 0.085 0.639 4.047
O 0.202 1.184 2.622
H 2.161 0.162 4.353
H 1.225 0.535 5.838
H 1.735 1.857 4.786
H -0.230 -0.388 3.866
H -0.749 1.192 4.473
H 0.824 1.948 2.595

Cartesian forces, eV/Å:
C 0.31 -0.21 -0.38
C -0.80 -4.57 4.30
H 0.20 -0.07 0.29
H -0.41 0.15 0.11
H 0.12 -0.56 -0.30
O 0.45 5.41 -3.98
I 0.02 -0.33 -0.26
Sm 0.26 1.10 -0.07
P 1.59 -0.52 -1.09
C -0.37 -0.28 0.24
C -0.44 0.12 0.04
H 0.23 -0.22 -0.02
H -0.17 0.04 0.36
H -0.09 0.20 -0.23
C -0.10 0.43 0.40
H 0.05 -0.16 -0.16
H -0.21 0.02 0.04
H -0.26 0.31 0.25
H 0.28 0.00 0.05
H 0.11 0.16 -0.03
H -0.11 0.00 -0.29
C -1.77 -4.63 2.43
O 1.13 3.99 -1.82
Cl -0.08 -0.44 -0.01
C -0.22 -0.13 0.10
C -0.09 0.66 -0.99
O 0.50 0.19 0.57
H -0.04 0.16 0.18
H 0.14 0.00 -0.37
H -0.18 -0.33 -0.08
H 0.22 -0.03 0.28
H 0.10 0.02 0.17
H -0.37 -0.49 0.28

Computed properties:
- <S²> = 8.764
- E_tot (eV) = -62532.511
- charge = +2
- multiplicity = 6



Record 2
ORCA calculation (ωB97M-V with the def2-TZVPD basis set) on 4 unconnected molecules or ions with the total composition C18H48BF4N3O6.

Atoms and positions in Å:
C 0.957 7.754 -0.459
O 1.445 7.454 -1.745
C 0.521 7.672 -2.788
C 0.428 6.492 -3.716
N -0.212 5.289 -2.989
H -1.085 5.654 -2.608
H -0.400 4.585 -3.710
C 0.594 4.586 -1.921
C 0.370 3.088 -1.995
O 0.621 2.692 -3.313
C 0.342 1.311 -3.554
H 1.703 7.778 0.330
H 0.135 7.092 -0.164
H 0.530 8.766 -0.435
H 0.974 8.470 -3.387
H -0.412 8.093 -2.407
H 1.424 6.135 -3.975
H -0.185 6.572 -4.609
H 0.314 4.962 -0.940
H 1.627 4.863 -2.115
H -0.629 2.796 -1.653
H 1.085 2.678 -1.270
H -0.720 1.219 -3.810
H 0.504 0.625 -2.728
H 0.875 1.010 -4.452
C -3.038 -3.859 -2.296
O -3.937 -3.903 -1.204
C -3.495 -4.696 -0.154
C -2.817 -3.882 0.949
N -3.622 -2.660 1.258
H -3.434 -1.989 0.507
H -4.620 -2.886 1.236
C -3.285 -1.968 2.568
C -3.643 -2.810 3.744
O -5.013 -3.074 3.663
C -5.610 -3.649 4.823
H -2.013 -3.593 -2.019
H -3.343 -3.135 -3.045
H -2.993 -4.853 -2.751
H -2.795 -5.474 -0.480
H -4.276 -5.283 0.339
H -1.836 -3.508 0.662
H -2.689 -4.569 1.784
H -3.891 -1.070 2.474
H -2.215 -1.788 2.504
H -3.395 -2.286 4.677
H -3.030 -3.723 3.795
H -6.685 -3.513 4.740
H -5.345 -3.074 5.717
H -5.282 -4.686 4.890
C 5.163 -1.817 3.823
O 4.160 -1.937 2.836
C 2.998 -1.246 3.191
C 1.854 -1.594 2.260
N 2.340 -1.797 0.848
H 2.934 -2.630 0.837
H 1.512 -1.996 0.276
C 3.070 -0.613 0.305
C 3.445 -0.863 -1.149
O 3.944 -2.189 -1.196
C 4.392 -2.543 -2.476
H 5.988 -2.473 3.563
H 4.786 -2.133 4.804
H 5.547 -0.808 4.009
H 3.155 -0.157 3.167
H 2.710 -1.414 4.235
H 1.035 -0.881 2.297
H 1.375 -2.541 2.517
H 3.963 -0.448 0.899
H 2.348 0.199 0.390
H 4.206 -0.123 -1.410
H 2.569 -0.837 -1.806
H 4.671 -3.595 -2.487
H 5.274 -1.998 -2.835
H 3.669 -2.394 -3.289
B -1.156 -0.560 -0.336
F -1.498 -1.054 -1.588
F -0.325 0.585 -0.457
F -2.280 -0.307 0.465
F -0.355 -1.540 0.342

Cartesian forces, eV/Å:
C -1.14 0.97 0.37
O 0.34 -0.86 0.28
C 0.82 1.38 -0.47
C -0.10 -1.57 1.08
N 0.15 0.51 -0.21
H -0.18 -0.43 -0.03
H -0.16 -0.13 0.13
C 0.02 0.20 -0.19
C 0.20 0.40 0.46
O 0.34 -0.20 0.22
C -1.05 -0.04 -0.98
H 0.49 -0.48 -0.45
H 0.11 -0.20 0.05
H 0.02 -0.02 -0.14
H -0.31 0.11 -0.22
H -0.28 -0.43 -0.10
H 0.02 0.20 -0.16
H 0.10 0.69 -0.03
H -0.02 0.11 -0.07
H 0.02 -0.18 0.05
H -0.04 0.03 -0.10
H -0.09 -0.30 -0.16
H -0.03 -0.05 0.15
H 0.43 0.30 0.29
H 0.30 0.05 0.18
C 0.69 -0.60 -0.46
O -0.46 0.50 0.06
C 0.69 -0.52 0.61
C 0.36 -0.25 -0.59
N 0.12 -0.63 0.42
H -0.12 0.07 0.02
H 0.00 0.03 0.12
C -0.05 -0.24 -1.18
C -0.13 -0.30 0.82
O -0.29 0.18 -0.37
C 0.31 0.52 0.03
H -0.09 0.11 0.34
H -0.43 0.05 0.21
H -0.06 0.06 -0.15
H 0.16 0.15 -0.10
H -0.62 0.40 -0.44
H 0.05 0.00 -0.09
H -0.21 0.46 0.37
H 0.34 0.28 0.58
H -0.06 0.38 0.15
H -0.04 0.28 -0.14
H -0.16 -0.11 -0.19
H -0.02 -0.46 -0.32
H 0.34 -0.19 0.00
H -0.33 -0.10 0.32
C 0.40 -0.33 1.02
O -0.23 -0.01 -0.09
C -0.22 1.01 0.28
C -0.17 -1.02 0.05
N -0.09 0.19 0.67
H 0.23 0.21 -0.15
H -0.08 0.17 -0.05
C -0.48 -0.11 -0.51
C -0.13 -0.70 0.54
O 0.13 0.42 0.08
C 0.66 -0.48 -1.35
H -0.02 0.05 -0.19
H -0.12 -0.21 -0.15
H -0.18 0.18 -0.62
H 0.23 -0.01 -0.22
H -0.12 -0.41 -0.09
H 0.29 0.36 -0.31
H 0.27 -0.11 0.13
H -0.11 -0.06 0.15
H 0.27 0.24 -0.01
H -0.11 -0.02 -0.37
H 0.02 0.48 -0.06
H -0.14 0.00 0.26
H 0.05 0.22 0.58
H -0.45 0.01 0.44
B 0.67 0.36 -0.31
F -0.11 0.12 0.29
F -0.42 -0.24 0.11
F 0.02 -0.04 -0.26
F 0.02 -0.43 0.17

Computed properties:
- E_tot (eV) = -47736.183
- charge = +2
- multiplicity = 1



Record 3
ORCA calculation (ωB97M-V with the def2-TZVPD basis set) on a single C7H12N2 molecule.

Atoms and positions in Å:
C 1.759 0.833 -1.009
C -0.440 -0.632 -0.277
C -1.146 0.820 0.418
C 1.017 0.432 0.254
N -0.600 -1.715 0.647
N 1.860 -0.153 1.194
C 0.020 1.396 0.768
C -0.577 -0.888 -1.615
C -2.473 0.784 0.689
H -1.324 -1.519 1.326
H -0.804 -2.592 0.186
H 2.578 -0.758 0.818
H 1.365 -0.605 1.951
H 0.211 2.326 1.291
H 2.200 -0.040 -1.497
H 1.097 1.333 -1.710
H 2.552 1.537 -0.740
H -0.360 -0.140 -2.362
H -0.914 -1.854 -1.978
H -3.174 0.359 -0.017
H -2.848 1.077 1.663

Cartesian forces, eV/Å:
C -0.02 0.01 0.14
C 0.40 0.94 0.71
C 0.53 -0.63 -0.23
C -0.44 -0.47 -0.55
N -0.04 0.05 0.05
N 0.14 0.01 0.18
C -0.05 0.00 0.06
C -0.09 -0.08 -0.36
C -0.35 0.05 0.10
H 0.03 -0.03 -0.05
H 0.00 0.07 -0.01
H -0.10 0.04 -0.02
H 0.00 -0.01 -0.06
H -0.02 0.00 0.00
H -0.02 0.03 0.04
H -0.02 -0.01 0.00
H -0.01 -0.03 -0.02
H -0.01 0.02 0.01
H 0.03 0.00 0.04
H 0.05 -0.05 0.02
H -0.01 0.10 -0.06

Computed properties:
- E_tot (eV) = -10429.004
- charge = 0
- multiplicity = 1



Record 4
ORCA calculation (ωB97M-V with the def2-TZVPD basis set) on a single C7H8 molecule.

Atoms and positions in Å:
C -0.107 1.185 -1.028
C -0.080 0.765 0.444
C -0.812 -0.574 0.697
C -0.456 -1.671 -0.208
C -0.242 -2.595 -0.951
C 2.340 0.048 0.592
C 1.337 0.763 1.010
H 0.313 0.398 -1.664
H -1.135 1.378 -1.354
H 0.477 2.098 -1.177
H -0.616 1.517 1.030
H -0.617 -0.895 1.726
H -1.893 -0.398 0.617
H -0.079 -3.429 -1.597
H 1.571 1.410 1.863

Cartesian forces, eV/Å:
C -0.02 0.02 -0.05
C -0.17 0.14 0.01
C -0.03 0.05 0.11
C 0.04 -0.36 -0.32
C -0.09 0.39 0.33
C -0.29 0.36 0.30
C 0.33 -0.50 -0.31
H -0.03 0.15 0.13
H 0.12 -0.07 0.05
H -0.09 -0.13 0.02
H -0.05 -0.07 -0.10
H -0.06 0.04 -0.10
H 0.19 -0.04 -0.04
H 0.05 0.17 0.10
H 0.11 -0.15 -0.14

Computed properties:
- E_tot (eV) = -7382.958
- charge = 0
- multiplicity = 1



One value per record, in order, for largest force on an atom: 6.7; 1.9; 1.2; 0.7 eV Å⁻¹.